[1]
Below is 2 unconnected molecules or ions with the total composition C5H14NO at a distorted geometry, with properties calculated with ωB97M-V with the def2-TZVPD basis set.

## Properties
Max |F|, eV Å⁻¹: 2.243
Frontier orbital gap, Ha: 0.3701
HOMO level, eV: -14.779

Structure (ORCA input):
```
! RIJCOSX wB97M-V def2-TZVPD def2/J DEFGRID3
* xyz 1 1
C -2.295 0.785 1.691
C -0.377 2.202 1.158
N -0.894 1.053 1.340
H -2.283 0.156 2.580
H -2.729 0.220 0.871
H -2.825 1.716 1.870
H -0.973 3.069 1.432
H 0.680 2.292 0.942
H -0.350 0.303 0.819
C 0.812 -2.345 -1.415
C 0.514 -0.902 -1.037
C 1.224 0.108 -1.925
O 0.913 -0.703 0.365
H 0.313 -3.010 -0.710
H 1.884 -2.542 -1.385
H 0.429 -2.562 -2.412
H -0.567 -0.728 -1.051
H 0.867 0.154 -2.950
H 2.277 -0.197 -1.949
H 1.215 1.106 -1.481
H 1.879 -0.627 0.321
*
```

These are the natural (NBO) partial charges, in e, on atoms 1 to 6:
1 C -0.43
2 C 0.11
3 N -0.39
4 H 0.25
5 H 0.24
6 H 0.23

=====

[2]
Below is 2 unconnected molecules or ions with the total composition C5H14NO at a distorted geometry, with properties calculated with ωB97M-V with the def2-TZVPD basis set.

## Properties
Max |F|, eV Å⁻¹: 3.338
Frontier orbital gap, Ha: 0.3557
HOMO level, eV: -15.121

Structure (ORCA input):
```
! RIJCOSX wB97M-V def2-TZVPD def2/J DEFGRID3
* xyz 1 1
C 0.584 -1.049 -2.528
C 0.901 0.008 -1.525
C 0.981 -0.494 -0.052
C 1.267 0.670 0.865
C -0.818 1.939 0.930
N -0.094 1.053 1.512
H 0.629 -0.722 -3.563
H -0.327 -1.639 -2.425
H 1.399 -1.791 -2.454
H 0.156 0.835 -1.564
H 1.827 0.577 -1.659
H 1.731 -1.284 -0.072
H 0.018 -0.983 0.133
H 1.520 1.627 0.428
H 1.884 0.369 1.710
H -1.873 1.946 0.662
H -0.377 2.914 0.697
H -0.701 0.242 1.680
H -3.229 -1.700 1.793
H -2.557 -1.531 3.062
O -2.920 -0.987 2.370
*
```

These are the natural (NBO) partial charges, in e, on atoms 1 to 6:
1 C -0.63
2 C -0.38
3 C -0.44
4 C -0.18
5 C 0.16
6 N -0.41

=====

[3]
Below is 2 unconnected molecules or ions with the total composition C5H14NO at a distorted geometry, with properties calculated with ωB97M-V with the def2-TZVPD basis set.

## Properties
Max |F|, eV Å⁻¹: 4.096
Frontier orbital gap, Ha: 0.3916
HOMO level, eV: -13.662

Structure (ORCA input):
```
! RIJCOSX wB97M-V def2-TZVPD def2/J DEFGRID3
* xyz 1 1
C 0.150 1.587 0.213
C 1.212 1.196 -0.767
C 1.811 -0.218 -0.532
C 0.284 -2.179 -1.030
C 0.984 -1.086 -1.455
N -0.698 0.380 0.394
H 0.606 1.812 1.303
H -0.572 2.573 -0.137
H 1.925 2.007 -0.609
H 0.863 1.039 -1.827
H 2.830 -0.197 -0.764
H 1.697 -0.556 0.414
H 0.374 -2.456 0.112
H -0.153 -2.915 -1.625
H 1.007 -0.760 -2.531
H -1.514 0.401 1.030
H -0.019 -0.233 0.790
H -1.040 0.056 -0.560
H -3.732 -0.763 2.244
H -3.100 0.463 3.018
O -2.913 -0.150 2.318
*
```

These are the natural (NBO) partial charges, in e, on atoms 1 to 6:
1 C -0.23
2 C -0.44
3 C -0.45
4 C -0.40
5 C -0.20
6 N -0.71

=====

[4]
Below is 2 unconnected molecules or ions with the total composition C5H14NO2 at a distorted geometry, with properties calculated with ωB97M-V with the def2-TZVPD basis set.

## Properties
Max |F|, eV Å⁻¹: 3.144
Frontier orbital gap, Ha: 0.2340
HOMO level, eV: -2.703

Structure (ORCA input):
```
! RIJCOSX wB97M-V def2-TZVPD def2/J DEFGRID3
* xyz -1 1
C -0.592 -0.845 0.634
N -0.659 -0.155 -0.680
C -0.024 -0.785 -1.839
C 1.485 1.448 -0.332
C -0.043 1.203 -0.394
C -0.512 1.939 0.978
O 0.242 1.703 2.058
H -1.141 -0.170 1.308
H 0.410 -1.073 0.967
H -1.216 -1.795 0.748
H 0.652 -0.179 -2.450
H 0.473 -1.836 -1.621
H -0.906 -1.115 -2.354
H 2.150 1.108 -1.125
H 1.735 2.492 -0.187
H 1.734 1.100 0.699
H -0.415 1.860 -1.201
H -0.560 3.028 0.766
H -1.589 1.662 1.006
H 0.182 -2.767 -0.737
H -0.034 -3.190 0.581
O -0.112 -3.644 -0.269
*
```

These are the natural (NBO) partial charges, in e, on atoms 1 to 6:
1 C -0.45
2 N -0.46
3 C -0.38
4 C -0.70
5 C -0.09
6 C -0.02

=====

[5]
Below is 2 unconnected molecules or ions with the total composition C5H14NO2, with properties calculated with ωB97M-V with the def2-TZVPD basis set.

## Properties
Max |F|, eV Å⁻¹: 0.697
Frontier orbital gap, Ha: 0.2554
HOMO level, eV: -3.329

Structure (ORCA input):
```
! RIJCOSX wB97M-V def2-TZVPD def2/J DEFGRID3
* xyz -1 1
C -1.800 1.870 1.661
N -1.222 0.577 1.335
C -0.155 0.591 0.305
C 0.897 -0.469 0.600
C 2.107 -0.382 -0.366
O 2.059 -1.239 -1.440
C -0.699 0.414 -1.112
H -2.517 2.239 0.904
H -0.987 2.594 1.729
H -2.318 1.809 2.620
H -1.916 -0.104 1.061
H 0.321 1.564 0.428
H 1.223 -0.408 1.637
H 0.465 -1.452 0.447
H 2.155 0.666 -0.730
H 3.033 -0.500 0.234
H -0.018 -0.170 -1.728
H -0.908 1.348 -1.629
H -1.626 -0.155 -1.070
H 1.243 -2.399 -1.344
H 0.139 -3.176 -2.211
O 0.524 -3.216 -1.332
*
```

These are the natural (NBO) partial charges, in e, on atoms 1 to 6:
1 C -0.40
2 N -0.64
3 C -0.04
4 C -0.45
5 C -0.02
6 O -0.93

=====

[6]
Below is 2 unconnected molecules or ions with the total composition C5H14NO2 at a distorted geometry, with properties calculated with ωB97M-V with the def2-TZVPD basis set.

## Properties
Max |F|, eV Å⁻¹: 2.319
Frontier orbital gap, Ha: 0.2643
HOMO level, eV: -3.544

Structure (ORCA input):
```
! RIJCOSX wB97M-V def2-TZVPD def2/J DEFGRID3
* xyz -1 1
C -0.962 0.172 -0.750
O -2.232 -0.204 -1.177
C -0.328 -1.036 -0.020
C 1.115 -0.794 0.379
C 1.219 0.240 1.538
C 1.835 1.559 1.069
N -1.216 -1.413 1.102
H -1.078 0.992 -0.013
H -0.380 0.392 -1.658
H -0.420 -1.895 -0.688
H 1.782 -0.506 -0.433
H 1.598 -1.672 0.821
H 1.868 -0.194 2.303
H 0.328 0.459 2.122
H 2.792 1.522 0.551
H 2.014 2.317 1.849
H 1.025 2.052 0.525
H -1.431 -0.518 1.533
H -2.066 -1.744 0.664
H -1.090 0.187 -3.623
H -2.341 0.053 -2.500
O -2.033 0.032 -3.594
*
```

These are the natural (NBO) partial charges, in e, on atoms 1 to 6:
1 C -0.06
2 O -0.92
3 C -0.08
4 C -0.40
5 C -0.40
6 C -0.62

=====

[7]
Below is 2 unconnected molecules or ions with the total composition C5H14NO2 at a distorted geometry, with properties calculated with ωB97M-V with the def2-TZVPD basis set.

## Properties
Max |F|, eV Å⁻¹: 2.006
Frontier orbital gap, Ha: 0.3912
HOMO level, eV: -13.814

Structure (ORCA input):
```
! RIJCOSX wB97M-V def2-TZVPD def2/J DEFGRID3
* xyz 1 1
C 0.377 -1.921 -1.304
O 0.335 -2.585 -0.066
C -0.712 -0.853 -1.321
C -0.234 0.597 -1.482
C -0.657 1.536 -0.431
C -1.418 2.618 -0.414
N -0.199 1.031 0.923
H 1.345 -1.459 -1.470
H 0.393 -2.582 -2.175
H 1.090 -3.176 0.017
H -1.337 -1.030 -0.445
H -1.336 -1.111 -2.174
H 0.859 0.585 -1.588
H -0.404 0.927 -2.507
H -1.580 3.162 -1.338
H -1.719 3.036 0.530
H -0.974 0.774 1.535
H 0.360 1.765 1.350
H 0.379 0.196 0.876
H 2.671 0.364 2.766
H 1.625 -0.754 3.308
O 1.790 0.167 3.095
*
```

These are the natural (NBO) partial charges, in e, on atoms 1 to 6:
1 C -0.06
2 O -0.73
3 C -0.45
4 C -0.49
5 C 0.15
6 C -0.35

=====

[8]
Below is C5H14NOP in the gas phase at a distorted geometry, with properties calculated with ωB97M-V with the def2-TZVPD basis set.

## Properties
Max |F|, eV Å⁻¹: 3.896
Frontier orbital gap, Ha: 0.3572
HOMO level, eV: -8.921

Structure (ORCA input):
```
! RIJCOSX wB97M-V def2-TZVPD def2/J DEFGRID3
* xyz 0 1
C 1.056 1.528 -1.902
C 1.995 0.226 0.042
C -0.463 -2.405 1.531
C -2.133 0.788 0.168
C 0.895 1.095 -0.463
N -0.597 -1.005 1.194
O -0.993 -1.131 -1.369
P -0.728 -0.213 -0.295
H 0.394 0.963 -2.714
H 0.820 2.630 -2.077
H 2.121 1.249 -2.142
H 1.832 -0.676 -0.478
H 1.870 0.167 1.083
H 3.000 0.773 -0.301
H 0.580 -2.692 1.599
H -1.145 -2.691 2.412
H -0.822 -3.124 0.739
H -1.761 1.483 0.923
H -2.519 1.395 -0.585
H -2.952 0.103 0.543
H 0.665 1.969 0.176
H -1.116 -0.432 1.916
*
```

These are the natural (NBO) partial charges, in e, on atoms 1 to 6:
1 C -0.65
2 C -0.62
3 C -0.41
4 C -1.04
5 C -0.44
6 N -1.02